1.
A single C17H18N2O4S molecule, computed with ωB97M-V/def2-TZVPD.

Summary:
* SMILES string: CCOC(=O)CSC1=C(C#N)[C@@H](c2ccccc2OC)CC(=O)N1
* relative energy (zero: lowest compared OMol25 entry of this formula, charge and spin): 1.589 eV
* HOMO: -8.577 eV
* net charge: 0

Last column: Löwdin charge in e.
Element x y z (Å)
S: -0.28 -2.45 2.09  1.02
O: 3.41 -1.37 1.99  0.00
O: 2.54 -1.23 -1.71  0.08
O: 1.65 0.02 2.15  0.10
O: -2.42 0.94 -3.15  -0.09
N: -3.12 -0.09 1.53  0.19
N: 1.02 -1.80 -0.16  0.11
C: 5.10 -0.84 0.35  -0.05
C: -1.90 3.60 0.00  -0.08
C: -2.15 -0.32 0.95  -0.23
C: -3.29 1.24 -4.21  -0.08
C: -2.93 3.09 -2.11  -0.02
C: -1.45 1.49 -1.08  -0.13
C: -1.00 -0.60 0.20  -0.20
C: -0.10 -1.53 0.60  -0.51
C: 1.53 -0.94 -1.10  -0.44
C: 2.15 -1.07 2.27  -0.57
C: -1.27 2.37 -0.02  -0.03
C: 4.29 -0.33 1.53  -0.20
C: 1.43 -2.31 2.75  -0.33
C: -2.73 3.95 -1.04  -0.08
C: -2.29 1.85 -2.14  -0.21
C: -0.75 0.15 -1.08  -0.19
C: 0.77 0.35 -1.24  -0.02
H: 1.13 1.01 -0.45  0.14
H: -3.58 3.39 -2.91  0.10
H: 1.00 0.80 -2.21  0.14
H: -3.24 4.90 -1.04  0.10
H: 5.65 -1.73 0.63  0.08
H: -1.76 4.27 0.84  0.10
H: -1.13 -0.44 -1.92  0.16
H: 2.01 -3.20 2.51  0.08
H: -0.63 2.08 0.80  0.13
H: 3.68 0.54 1.26  0.12
H: -4.32 1.38 -3.86  0.10
H: 1.30 -2.25 3.83  0.09
H: 4.45 -1.07 -0.49  0.05
H: 5.80 -0.07 0.05  0.08
H: -3.25 0.37 -4.87  0.09
H: -2.97 2.12 -4.77  0.10
H: 1.53 -2.65 0.01  0.16
H: 4.94 -0.07 2.37  0.13

---

2.
2 unconnected molecules or ions with the total composition C8H13N2, computed with ωB97M-V/def2-TZVPD.

Summary:
* relative energy (zero: lowest compared OMol25 entry of this formula, charge and spin): 7.169 eV
* HOMO (spin up / spin down): -12.591 / -12.590 eV
* net charge: +1

Last column: Löwdin charge in e.
Element x y z (Å)
N: 1.36 -0.70 1.14  0.07
N: -1.97 0.10 -1.20  -0.08
C: -1.52 -0.70 0.01  -0.16
C: 3.03 2.42 1.71  0.04
C: 2.00 1.57 1.61  -0.18
C: -0.16 0.81 -2.79  0.27
C: 2.28 0.15 1.22  -0.26
C: -1.08 -1.95 -0.67  -0.07
C: -3.28 0.33 -1.24  0.28
C: -0.95 0.45 -1.98  -0.12
H: 0.52 1.25 -3.46  0.07
H: -3.57 1.07 -1.91  0.11
H: -2.36 -0.89 0.68  0.13
H: 3.42 -0.09 1.17  0.14
H: 2.56 3.21 2.32  0.08
H: 1.57 -1.70 0.98  0.08
H: -0.21 -1.62 -1.16  0.06
H: -0.77 -0.22 0.50  0.06
H: -0.90 -2.70 0.19  0.14
H: -3.90 -0.25 -0.63  0.11
H: 0.96 1.81 1.50  0.09
H: -1.87 -2.30 -1.28  0.08
H: 4.07 2.21 1.65  0.06

---

3.
A molecular structure, C35H57IrO3PSi2, computed with ωB97M-V/def2-TZVPD.

Summary:
* relative energy (zero: lowest compared OMol25 entry of this formula, charge and spin): 0.441 eV
* HOMO (spin up / spin down): -9.367 / -11.308 eV
* multiplicity: 5
* net charge: +1

Last column: Löwdin charge in e.
Element x y z (Å)
Ir: -0.90 -0.52 1.47  1.20
P: -1.43 -1.28 3.43  0.98
Si: -3.50 0.10 0.14  0.43
Si: 3.19 1.00 -0.34  0.48
O: 1.41 1.72 -5.63  -0.18
O: -1.24 -2.28 -2.32  -0.21
O: 1.32 -1.99 0.63  0.04
C: 1.17 2.86 3.47  -0.05
C: -2.26 -1.36 0.38  -0.42
C: 3.24 2.88 -0.33  -0.18
C: 0.13 -5.54 3.11  -0.03
C: 0.53 -4.52 2.24  0.00
C: -1.02 -0.40 4.93  -0.43
C: -5.00 -0.72 -0.68  -0.17
C: 1.41 1.05 -1.04  -0.18
C: 0.05 -2.91 -2.57  -0.25
C: -0.76 2.56 1.45  -0.12
C: 3.17 0.94 -7.06  -0.08
C: -0.72 -5.25 4.20  -0.04
C: 0.57 3.99 2.90  -0.06
C: -2.95 1.42 -1.05  -0.19
C: -1.16 -3.93 4.39  -0.06
C: -0.36 3.84 1.87  -0.06
C: -4.05 0.81 1.79  -0.19
C: -1.48 -1.02 -3.03  -0.25
C: 0.80 1.58 3.01  -0.13
C: 0.41 -0.04 6.81  -0.07
C: -0.20 1.42 2.05  -0.29
C: 0.37 -2.08 1.40  -0.41
C: 2.82 1.46 -5.68  -0.28
C: -1.68 1.14 6.63  -0.07
C: -0.54 0.80 7.37  -0.05
C: -1.14 -1.04 -4.50  -0.07
C: -1.93 0.57 5.39  -0.09
C: -0.08 -4.42 -2.60  -0.06
C: -0.40 3.21 -5.04  -0.07
C: -0.73 -2.92 3.51  -0.37
C: 3.52 0.31 1.39  -0.16
C: 4.18 -0.06 -1.47  -0.18
C: 0.09 -3.20 2.38  -0.21
C: 0.20 -0.66 5.58  -0.10
C: 1.07 2.85 -4.82  -0.28
H: -3.45 1.29 -2.02  0.04
H: 0.90 4.98 3.22  0.12
H: 0.95 -1.31 5.13  0.12
H: 1.24 -4.72 1.45  0.12
H: 1.14 1.22 0.01  -0.03
H: -4.01 0.06 2.59  0.01
H: 2.58 3.30 0.45  0.03
H: 3.37 1.03 2.21  0.01
H: -0.61 4.20 -4.63  0.07
H: 1.34 -0.23 7.32  0.11
H: 4.23 3.32 -0.17  0.03
H: 3.87 -1.11 -1.39  0.04
H: 1.69 3.71 -5.15  0.12
H: 0.90 0.14 -1.39  0.01
H: -2.37 1.87 7.03  0.11
H: -1.87 1.40 -1.24  0.01
H: -0.21 -0.52 -4.73  0.07
H: 2.58 0.08 -7.36  0.08
H: 3.10 0.70 -4.91  0.11
H: -0.73 4.73 1.35  0.12
H: -2.79 0.88 4.78  0.10
H: 0.48 -2.54 -3.52  0.11
H: -3.44 1.68 2.08  0.02
H: -0.98 -4.73 -3.12  0.08
H: 2.90 3.29 -1.29  0.03
H: 1.08 1.95 -1.58  0.03
H: -4.93 -0.67 -1.78  0.03
H: 4.22 0.65 -7.09  0.07
H: -0.10 -4.84 -1.59  0.06
H: -5.94 -0.21 -0.39  0.04
H: -5.09 1.15 1.67  0.04
H: 0.76 -2.60 -1.77  0.10
H: 3.02 1.72 -7.81  0.08
H: 1.33 0.70 3.38  0.09
H: -2.76 -2.23 0.90  0.05
H: -1.02 -6.05 4.88  0.12
H: -0.96 -0.17 -2.54  0.09
H: -1.95 -0.49 -4.99  0.08
H: -2.56 -0.81 -2.93  0.10
H: -1.08 2.51 -4.56  0.06
H: -1.45 2.45 0.62  0.06
H: 4.58 0.00 1.44  0.04
H: -0.39 1.22 8.36  0.12
H: 5.24 0.00 -1.23  0.03
H: -1.85 -1.77 -0.57  0.03
H: -1.83 -3.68 5.22  0.12
H: 3.37 2.40 -5.46  0.12
H: 1.97 2.97 4.21  0.12
H: -3.22 2.42 -0.68  0.04
H: 4.04 0.27 -2.50  0.02
H: -5.09 -1.77 -0.39  0.04
H: 0.50 -6.56 2.98  0.12
H: 2.90 -0.58 1.62  0.01
H: -0.65 3.25 -6.11  0.08
H: 0.77 -4.91 -3.09  0.08
H: 1.26 2.67 -3.73  0.10
H: -1.09 -2.04 -4.94  0.08

---

4.
A molecular structure, C20H48Hg3N2O16, computed with ωB97M-V/def2-TZVPD.

Summary:
* HOMO (spin up / spin down): -8.358 / -9.127 eV
* multiplicity: 2
* net charge: +1

Last column: Löwdin charge in e.
Element x y z (Å)
Hg: 0.98 2.58 2.30  1.12
Hg: -1.63 -1.14 -1.82  1.33
Hg: 1.43 0.90 -2.01  1.34
O: -2.01 -0.88 3.16  -0.06
O: -1.29 3.71 2.91  -0.12
O: -3.07 1.10 -1.73  -0.29
O: -0.19 0.21 -5.22  0.01
O: 0.65 1.41 4.19  -0.18
O: 3.44 1.80 -1.49  -0.32
O: -0.28 0.16 -0.44  -0.12
O: 0.13 -0.51 -3.18  -0.22
O: 0.41 -2.07 4.02  -0.04
O: 1.17 1.44 0.25  -0.21
O: -1.66 -0.84 -4.19  -0.06
O: 3.23 1.86 3.39  -0.15
O: -0.30 4.31 0.31  -0.12
O: 4.41 -3.49 -3.76  -0.21
O: -3.50 -2.32 -2.42  -0.30
O: -0.39 0.91 1.57  -0.07
N: 2.82 -0.98 -1.63  -0.12
N: -2.91 -0.99 0.11  -0.10
C: -3.29 2.19 -2.73  -0.03
C: 4.16 -2.79 -2.57  -0.24
C: 2.97 0.72 4.11  -0.24
C: -4.09 1.09 -0.68  -0.14
C: -3.92 -2.12 0.04  -0.14
C: -4.62 -1.89 -3.17  -0.06
C: -0.82 -2.31 4.62  -0.27
C: -1.89 -2.19 3.60  -0.28
C: 4.50 0.85 -1.31  -0.15
C: -1.70 4.03 0.50  -0.20
C: 3.24 -1.60 -2.89  -0.17
C: 3.85 -0.44 -0.70  -0.15
C: 1.71 1.08 4.97  -0.27
C: -0.51 -0.42 -4.24  -1.12
C: -2.13 4.26 1.99  -0.27
C: 5.32 -4.62 -3.61  -0.07
C: -3.87 -3.05 -1.21  -0.17
C: -3.58 0.22 0.56  -0.16
C: 0.12 0.77 0.49  -1.12
C: 3.94 2.99 -2.09  -0.07
H: -1.48 4.05 3.79  0.11
H: -2.28 4.53 -0.27  0.11
H: -2.28 -1.20 0.88  0.08
H: -0.12 5.21 0.60  0.09
H: 0.98 -2.55 4.63  0.10
H: -3.27 -3.89 -0.86  0.12
H: -4.30 2.01 -3.11  0.09
H: -3.94 -2.68 0.97  0.12
H: -1.88 3.03 0.10  0.09
H: -4.87 -3.48 -1.26  0.12
H: 3.75 -1.04 -3.67  0.13
H: 1.46 0.24 5.62  0.12
H: -3.42 3.21 -2.37  0.07
H: -2.87 0.72 1.22  0.10
H: -5.04 0.67 -1.02  0.11
H: -4.89 -1.62 -0.03  0.11
H: 2.41 -2.12 -3.38  0.13
H: 4.65 2.70 -2.87  0.10
H: 2.44 -1.80 -1.18  0.12
H: -4.51 0.05 1.11  0.12
H: -5.20 -1.17 -2.59  0.08
H: 2.56 -0.12 3.56  0.12
H: -1.07 -1.62 5.43  0.13
H: 3.68 -3.55 -1.95  0.13
H: 5.01 0.71 -2.26  0.13
H: 4.36 3.66 -1.34  0.10
H: 3.31 -0.18 0.21  0.11
H: -2.33 5.31 2.17  0.12
H: -4.22 -1.47 -4.09  0.11
H: -2.52 2.16 -3.50  0.10
H: 3.85 0.48 4.71  0.13
H: -0.84 -3.30 5.09  0.13
H: -4.05 2.15 -0.44  0.11
H: 2.02 1.95 5.56  0.12
H: 6.13 -4.42 -2.91  0.08
H: 3.19 3.58 -2.61  0.10
H: 4.65 -1.13 -0.45  0.12
H: -3.15 3.90 2.08  0.11
H: -1.83 -2.90 2.78  0.12
H: 4.75 -5.38 -3.06  0.08
H: 5.20 -2.49 -2.44  0.13
H: 5.14 1.27 -0.54  0.14
H: -0.17 1.16 4.61  0.11
H: 5.61 -5.23 -4.47  0.09
H: -2.86 -2.43 4.04  0.13
H: -5.37 -2.69 -3.24  0.10
H: -1.12 -0.64 2.90  0.05
H: 3.88 2.38 3.87  0.11

---

5.
A gas-phase ion, C4H6NO (charge +1), computed with ωB97M-V/def2-TZVPD.

Summary:
* SMILES string: C[N+]1=C[C@@]12CO2
* relative energy (zero: lowest compared OMol25 entry of this formula, charge and spin): 4.131 eV
* HOMO: -15.856 eV
* net charge: +1

Last column: Löwdin charge in e.
Element x y z (Å)
O: 1.78 -1.44 0.42  0.09
N: -0.17 -0.11 -0.54  0.08
C: 1.23 -0.31 -0.02  -0.40
C: -1.56 -0.10 -0.25  0.03
C: 1.80 -0.19 1.33  0.13
C: 0.87 0.27 -1.29  0.29
H: 1.13 0.85 -2.12  0.15
H: -1.76 0.42 0.82  0.19
H: -1.78 -1.18 -0.17  0.13
H: 2.83 0.01 1.55  0.13
H: 1.02 -0.22 2.02  0.10
H: -2.01 0.26 -1.12  0.08

---

6.
A molecular structure, C8H17N2O5Ti, computed with ωB97M-V/def2-TZVPD.

Summary:
* relative energy (zero: lowest compared OMol25 entry of this formula, charge and spin): 0.000 eV
* HOMO (spin up / spin down): -10.460 / -13.483 eV
* multiplicity: 3
* net charge: +1

Last column: Löwdin charge in e.
Element x y z (Å)
Ti: -0.12 -0.59 0.08  1.02
O: 1.38 -1.49 -1.37  -0.01
O: -1.20 -0.72 2.06  0.04
O: -0.23 -2.69 -0.39  -0.06
O: 1.25 -1.72 1.62  -0.18
O: -1.37 -1.82 4.00  0.19
N: -1.56 -0.10 -1.58  -0.04
N: 0.66 1.50 0.49  -0.04
C: 1.19 2.10 -0.78  -0.23
C: 0.51 -2.31 2.67  -0.07
C: -0.77 -1.53 2.87  -0.45
C: 1.87 -2.64 0.67  -0.03
C: -1.21 1.03 -2.48  -0.21
C: 0.15 2.99 -1.45  -0.19
C: -1.22 2.36 -1.71  -0.19
C: 1.00 -2.37 -0.55  -0.67
H: 0.21 -3.33 2.42  0.16
H: 1.82 -3.66 1.04  0.14
H: 0.04 2.16 0.95  0.10
H: 2.90 -2.32 0.53  0.14
H: -2.21 -1.34 4.06  0.16
H: 0.01 3.89 -0.85  0.12
H: 0.58 3.32 -2.40  0.13
H: -1.81 3.09 -2.26  0.12
H: 2.08 2.69 -0.56  0.12
H: 1.44 1.37 1.13  0.10
H: -2.52 0.02 -1.27  0.11
H: -1.75 2.21 -0.77  0.11
H: -0.22 0.82 -2.89  0.12
H: -1.55 -0.97 -2.12  0.10
H: -1.91 1.07 -3.31  0.12
H: 1.49 1.28 -1.43  0.10
H: 1.08 -2.32 3.60  0.16

---

7.
9 unconnected molecules or ions with the total composition C18H54O18, computed with ωB97M-V/def2-TZVPD.

Summary:
* relative energy (zero: lowest compared OMol25 entry of this formula, charge and spin): 2.043 eV
* HOMO (spin up / spin down): -11.265 / -11.265 eV
* multiplicity: 2
* net charge: +1

Last column: Löwdin charge in e.
Element x y z (Å)
O: 19.04 -19.34 8.77  -0.04
O: 25.03 -18.38 7.06  -0.05
O: 24.87 -18.30 10.94  -0.09
O: 22.39 -16.97 11.30  -0.07
O: 23.74 -14.50 11.33  -0.07
O: 17.59 -17.15 4.86  -0.05
O: 26.19 -20.76 10.57  -0.06
O: 18.99 -20.89 11.01  -0.02
O: 16.56 -19.75 12.93  -0.06
O: 21.59 -20.58 10.07  -0.06
O: 16.99 -21.33 8.78  0.18
O: 22.57 -12.03 10.81  -0.02
O: 18.85 -17.51 11.40  -0.11
O: 15.53 -16.16 10.92  -0.08
O: 18.17 -16.90 7.56  -0.08
O: 15.21 -13.09 10.63  -0.07
O: 22.54 -18.77 5.66  -0.07
O: 18.03 -17.46 13.87  -0.09
C: 18.69 -20.06 7.60  -0.14
C: 20.17 -21.35 11.72  -0.15
C: 25.81 -20.31 11.87  -0.22
C: 21.08 -21.79 10.61  -0.20
C: 18.61 -16.30 5.39  -0.23
C: 19.26 -16.72 6.71  -0.22
C: 23.89 -18.89 7.78  -0.22
C: 16.17 -15.13 11.74  -0.17
C: 16.02 -18.44 13.06  -0.20
C: 16.42 -13.78 10.90  -0.21
C: 20.02 -16.94 10.95  -0.21
C: 22.48 -12.99 9.85  -0.33
C: 21.22 -17.49 11.79  -0.20
C: 17.22 -20.66 7.57  -0.08
C: 16.69 -17.72 14.26  -0.20
C: 22.63 -18.43 7.07  -0.22
C: 25.77 -18.74 11.96  -0.18
C: 23.51 -14.08 9.96  -0.22
H: 19.89 -22.24 12.28  0.14
H: 21.49 -13.41 10.04  0.10
H: 18.75 -19.44 6.70  0.12
H: 16.78 -16.64 4.78  0.09
H: 17.01 -13.01 11.39  0.11
H: 18.48 -18.56 8.70  0.08
H: 20.67 -20.57 12.30  0.13
H: 14.93 -18.51 13.13  0.14
H: 24.44 -13.81 9.47  0.12
H: 19.37 -16.05 4.66  0.12
H: 18.63 -17.11 12.25  0.03
H: 21.87 -22.40 11.06  0.13
H: 20.99 -20.02 9.57  0.05
H: 18.10 -15.34 5.52  0.12
H: 20.95 -17.41 12.84  0.12
H: 23.15 -17.55 11.26  0.06
H: 23.98 -18.54 8.80  0.09
H: 16.22 -16.81 14.63  0.12
H: 17.11 -15.57 12.06  0.08
H: 25.50 -18.43 12.97  0.13
H: 18.61 -17.42 14.64  0.11
H: 20.54 -22.37 9.86  0.13
H: 22.49 -17.35 7.13  0.12
H: 21.81 -18.94 7.58  0.09
H: 25.11 -18.78 10.15  0.05
H: 26.55 -20.72 12.55  0.12
H: 16.87 -14.04 9.94  0.10
H: 25.48 -19.20 6.83  0.09
H: 24.80 -20.60 12.17  0.11
H: 17.20 -21.44 6.81  0.15
H: 14.89 -12.61 11.40  0.09
H: 23.30 -15.34 11.46  0.03
H: 16.26 -16.63 10.52  0.05
H: 17.58 -16.15 7.58  0.11
H: 20.07 -17.09 9.87  0.10
H: 22.62 -12.65 11.54  0.08
H: 16.69 -18.40 15.11  0.12
H: 17.45 -19.64 12.59  0.05
H: 26.76 -18.32 11.83  0.12
H: 16.54 -19.81 7.48  0.17
H: 25.82 -21.64 10.50  0.09
H: 19.66 -15.91 10.99  0.13
H: 19.80 -17.66 6.64  0.10
H: 23.23 -14.95 9.36  0.11
H: 19.93 -15.94 7.09  0.13
H: 23.29 -18.46 5.15  0.08
H: 16.41 -17.83 12.25  0.07
H: 15.59 -14.78 12.60  0.12
H: 21.48 -18.54 11.66  0.10
H: 19.43 -20.82 7.37  0.15
H: 19.30 -20.10 10.54  0.04
H: 17.50 -20.81 9.41  0.09
H: 24.00 -19.97 7.85  0.13
H: 22.35 -12.62 8.84  0.13

---

8.
2 unconnected molecules or ions with the total composition C6H14N2, computed with ωB97M-V/def2-TZVPD.

Summary:
* SMILES string: C=C(C)N.C=C(C)N
* relative energy (zero: lowest compared OMol25 entry of this formula, charge and spin): 1.672 eV
* HOMO: -7.976 eV
* net charge: 0

Last column: Löwdin charge in e.
Element x y z (Å)
N: -1.70 -2.10 2.85  0.05
N: 0.13 1.09 -1.25  0.05
C: -0.02 -0.97 1.46  0.02
C: -2.36 0.02 1.91  -0.07
C: 1.45 -0.37 -2.75  0.00
C: 2.44 1.77 -1.84  -0.07
C: -1.25 -1.01 2.07  -0.47
C: 1.27 0.78 -2.06  -0.46
H: 3.46 1.29 -1.97  0.08
H: 0.64 -1.12 -2.70  0.05
H: -2.67 -2.36 2.73  0.08
H: 2.41 -0.57 -3.25  0.06
H: 0.56 -1.87 1.65  0.04
H: -2.67 0.53 2.82  0.07
H: -3.16 -0.44 1.35  0.07
H: 2.47 2.59 -2.59  0.08
H: 0.10 2.06 -0.96  0.09
H: 2.45 2.06 -0.77  0.07
H: -1.92 0.86 1.33  0.07
H: 0.23 -0.11 0.79  0.03
H: -1.08 -2.89 2.74  0.07
H: -0.77 0.75 -1.57  0.09

---

9.
A molecular structure, ClH40MnO20, computed with ωB97M-V/def2-TZVPD.

Summary:
* relative energy (zero: lowest compared OMol25 entry of this formula, charge and spin): 0.385 eV
* HOMO (spin up / spin down): -11.889 / -13.076 eV
* multiplicity: 6
* net charge: +1

Last column: Löwdin charge in e.
Element x y z (Å)
Mn: 7.83 9.26 9.30  0.66
Cl: 10.15 9.91 8.76  0.18
O: 14.21 11.61 10.39  -0.08
O: 8.77 5.79 11.11  -0.05
O: 11.66 12.69 10.33  -0.06
O: 7.99 7.21 8.84  -0.08
O: 8.11 12.97 5.38  -0.05
O: 8.97 10.19 4.97  -0.02
O: 7.96 8.69 11.29  -0.14
O: 10.13 12.78 7.47  -0.12
O: 9.29 10.37 12.77  -0.06
O: 5.54 8.69 9.33  -0.04
O: 7.32 9.70 7.17  -0.13
O: 11.92 9.59 11.58  -0.08
O: 7.04 11.21 10.03  -0.10
O: 5.59 10.98 5.39  -0.04
O: 9.86 6.46 7.02  0.01
O: 14.04 12.42 7.56  -0.07
O: 12.77 10.07 6.57  -0.06
O: 9.31 13.12 11.77  -0.08
O: 8.00 13.54 9.15  -0.06
O: 10.71 7.16 12.52  -0.03
H: 8.64 4.94 11.55  0.08
H: 8.78 12.94 6.10  0.03
H: 8.06 9.81 6.45  0.06
H: 14.32 12.13 9.53  0.05
H: 10.05 6.63 6.15  0.01
H: 13.02 9.13 6.62  0.07
H: 4.80 11.40 5.12  0.03
H: 8.36 9.76 4.35  0.08
H: 11.68 11.72 10.38  -0.01
H: 8.34 13.79 4.96  0.06
H: 10.14 9.95 12.47  0.04
H: 13.56 11.67 7.16  0.01
H: 11.45 7.72 12.28  0.02
H: 8.02 7.73 11.56  0.07
H: 10.29 12.00 8.08  -0.06
H: 8.37 9.30 12.00  0.04
H: 8.28 6.53 9.44  0.02
H: 11.85 10.11 6.80  -0.04
H: 4.75 9.27 9.27  0.10
H: 12.73 10.12 11.43  0.06
H: 10.75 7.05 13.46  0.07
H: 6.17 11.73 5.60  0.03
H: 8.71 13.61 8.48  0.04
H: 11.53 9.58 10.70  -0.06
H: 9.28 11.32 12.48  0.04
H: 8.37 14.00 9.93  0.05
H: 9.60 13.61 12.57  0.08
H: 14.78 12.57 6.95  0.05
H: 10.64 6.74 7.50  0.06
H: 12.54 12.94 10.68  0.07
H: 10.16 12.93 11.28  0.03
H: 8.69 11.07 4.93  -0.03
H: 8.45 6.95 8.05  0.02
H: 7.31 12.19 9.86  0.06
H: 9.60 6.18 11.43  0.02
H: 14.88 10.93 10.43  0.05
H: 7.16 11.19 10.97  0.04
H: 11.01 13.23 7.51  0.08
H: 6.45 9.76 6.76  0.03
H: 5.46 8.29 10.19  0.05